(1)
43
Properties=species:S:1:pos:R:3 method="wB97M-V/def2-TZVPD" gap_ev="6.2648 / 6.7468" multiplicity=3 homo_ev="-20.0110 / -20.3930" s_squared=2.0505 total_charge=+3
C 1.30 -2.85 -1.68
C 1.75 -2.46 -0.41
H 1.82 -3.76 -2.06
H 1.44 -2.01 -2.40
H 0.21 -3.03 -1.65
O 2.33 -2.43 0.60
I -1.86 0.67 -2.20
Mo -0.30 0.33 -0.04
P -1.63 -1.38 0.95
C -1.53 -1.58 2.76
C -3.41 -1.07 0.63
H -4.02 -1.78 1.21
H -2.06 -3.75 0.79
H -3.60 -1.17 -0.44
H -1.60 -3.05 -0.79
H -1.77 -0.63 3.25
H -3.64 -0.04 0.94
C -1.38 -3.05 0.29
H -2.24 -2.35 3.07
H -0.34 -3.34 0.47
H -0.50 -1.86 3.02
P 1.65 1.29 -1.03
C 2.89 2.01 0.10
C 2.61 0.19 -2.11
H 0.65 2.28 -2.99
H 2.12 3.19 -2.47
H 0.56 3.36 -1.58
C 1.20 2.67 -2.13
H 1.97 -0.16 -2.93
H 3.47 0.73 -2.53
H 3.70 2.46 -0.49
H 3.29 1.21 0.74
H 2.96 -0.67 -1.51
H 2.42 2.77 0.73
C 0.91 0.03 1.55
O 1.60 -0.13 2.49
F 0.23 2.86 1.56
C -0.89 2.03 1.26
F -1.37 1.56 2.52
C -1.97 2.98 0.74
F -2.24 3.97 1.63
F -1.59 3.61 -0.41
F -3.16 2.34 0.53



(2)
35
Properties=species:S:1:pos:R:3 method="wB97M-V/def2-TZVPD" gap_ev="7.5493 / 5.2242" multiplicity=3 homo_ev="-10.1504 / -14.1811" s_squared=2.0142 total_charge=+1
C -3.30 -0.35 0.40
C -2.87 -0.16 -1.05
C -2.44 0.57 1.33
C -1.39 -0.63 -1.12
C -0.93 0.16 1.27
C -0.37 0.05 -0.17
C 3.40 0.38 0.68
C 1.68 -0.18 -1.85
C 1.34 -1.69 0.31
C 1.91 0.70 0.52
C 1.15 -0.28 -0.43
N -1.08 2.64 -0.20
N -0.38 1.80 -0.42
O 1.67 2.01 0.20
H -4.43 -0.12 0.43
H -3.17 -1.38 0.63
H -3.45 -0.84 -1.72
H -2.94 0.95 -1.33
H -2.36 1.65 1.14
H -2.74 0.35 2.28
H -1.43 -1.68 -0.61
H -1.10 -0.53 -2.16
H -0.40 0.74 2.03
H -0.96 -0.88 1.57
H 3.90 1.29 1.17
H 3.43 -0.58 1.32
H 3.79 0.12 -0.25
H 2.77 -0.35 -1.76
H 1.55 0.72 -2.50
H 1.27 -1.03 -2.47
H 2.18 -2.34 0.02
H 1.49 -1.35 1.31
H 0.51 -2.46 0.35
H 1.54 0.50 1.61
H 2.16 2.20 -0.52



(3)
38
Properties=species:S:1:pos:R:3 method="wB97M-V/def2-TZVPD" gap_ev="6.8754 / 4.1813" multiplicity=2 homo_ev="-15.4423 / -15.4422" s_squared=0.7550 total_charge=+2
C 5.03 -0.09 1.10
O 4.19 0.17 -0.04
C 3.16 -0.78 -0.14
C 2.10 -0.34 -1.11
O 2.05 1.06 -1.20
C 0.74 1.61 -1.28
C 0.24 2.00 0.12
C -1.24 2.44 0.14
C -2.19 1.47 0.83
C -2.86 0.41 -0.07
C -2.90 -0.90 0.67
O -3.36 -1.97 -0.17
C -2.41 -2.99 -0.19
C -1.36 -2.83 -1.24
O -2.46 -3.86 0.55
H 6.01 0.33 0.94
H 5.09 -1.17 1.22
H 4.51 0.29 1.98
H 2.70 -0.88 0.85
H 3.57 -1.74 -0.46
H 1.15 -0.71 -0.75
H 2.30 -0.75 -2.11
H 0.05 0.96 -1.81
H 0.85 2.53 -1.85
H 0.84 2.84 0.43
H 0.45 1.22 0.85
H -1.59 2.73 -0.85
H -1.25 3.36 0.72
H -3.01 2.10 1.30
H -1.69 0.95 1.65
H -2.39 0.32 -1.04
H -3.89 0.71 -0.22
H -3.62 -0.87 1.50
H -1.93 -1.16 1.08
H -1.01 -1.80 -1.21
H -1.83 -2.95 -2.21
H -0.55 -3.53 -1.10
Ag -3.50 1.81 3.12



(4)
42
Properties=species:S:1:pos:R:3 method="wB97M-V/def2-TZVPD" gap_ev="6.1024 / 6.4850" multiplicity=3 homo_ev="-15.6968 / -15.3772" s_squared=2.0838 total_charge=+2
I -4.16 2.09 -2.74
I -0.77 0.51 -3.35
V -0.22 0.14 -0.95
P 0.49 2.28 -0.48
C -0.62 3.21 -1.49
C 0.52 2.82 1.21
H 1.24 3.66 1.19
H 2.62 3.07 -0.51
H 0.87 2.02 1.87
H 2.67 1.29 -0.87
H -1.66 3.12 -1.17
H -0.49 3.13 1.50
C 2.16 2.24 -1.07
H -0.28 4.24 -1.53
H 2.17 2.45 -2.17
H -0.60 2.85 -2.52
P -1.41 -1.80 -0.66
C -2.80 -1.46 -1.70
C -0.30 -3.01 -1.30
H -1.06 -2.08 1.70
H -2.05 -3.36 0.89
H -2.77 -1.73 1.29
C -1.87 -2.29 0.99
H 0.75 -2.82 -1.03
H -0.66 -3.93 -0.81
H -3.37 -2.38 -1.82
H -2.47 -1.17 -2.70
H -0.41 -3.07 -2.40
H -3.41 -0.63 -1.34
C -1.58 0.72 0.32
O -2.50 1.11 0.91
O 2.67 -1.21 -0.66
C 2.21 -1.05 0.48
C 2.90 -1.44 1.83
C 1.94 -1.03 2.88
C 0.74 -0.45 2.13
O -0.29 0.01 2.62
N 0.97 -0.49 0.75
H 3.11 -2.50 1.81
H 3.85 -0.92 1.88
H 1.58 -1.85 3.48
H 2.32 -0.28 3.55



(5)
38
Properties=species:S:1:pos:R:3 method="wB97M-V/def2-TZVPD" gap_ev=9.9091 multiplicity=1 homo_ev=-9.3449 smiles="CCO[C@@H](COCC[C@H](C)I)N(C)C(C)=O"
C 3.74 -1.49 0.33
C 2.43 -0.73 0.46
O 1.43 -1.42 -0.28
C 0.24 -0.66 -0.49
C 0.44 0.11 -1.81
O -0.69 0.78 -2.30
C -1.41 1.58 -1.38
C -0.59 2.70 -0.75
C -1.18 3.28 0.53
C -1.06 2.36 1.74
I -3.23 3.87 0.28
N -0.94 -1.47 -0.56
C -0.90 -2.59 -1.51
C -1.56 -1.78 0.68
C -0.72 -2.00 1.92
O -2.76 -1.91 0.73
H 4.30 -1.18 -0.54
H 4.36 -1.34 1.22
H 3.53 -2.56 0.25
H 2.13 -0.65 1.51
H 2.54 0.29 0.08
H 0.11 0.04 0.35
H 1.29 0.80 -1.68
H 0.73 -0.61 -2.57
H -2.23 2.01 -1.96
H -1.87 0.95 -0.61
H -0.42 3.50 -1.48
H 0.41 2.32 -0.47
H -0.69 4.23 0.74
H -1.80 1.56 1.72
H -0.06 1.91 1.76
H -1.20 2.92 2.66
H -0.01 -3.20 -1.38
H -1.79 -3.20 -1.35
H -0.94 -2.21 -2.53
H -0.85 -3.04 2.21
H -1.11 -1.38 2.73
H 0.34 -1.81 1.77



(6)
37
Properties=species:S:1:pos:R:3 method="wB97M-V/def2-TZVPD" gap_ev="6.4950 / 5.9105" multiplicity=3 homo_ev="-12.2719 / -15.5818" s_squared=2.0207 total_charge=+2
C -0.77 0.89 -0.46
C 0.48 1.40 0.09
C -1.71 0.27 0.28
C 1.29 -1.54 0.12
C 1.40 -2.75 0.51
C 1.44 0.80 0.80
C 1.21 -4.08 -0.23
C -5.30 -0.59 0.19
C 3.41 2.11 -1.20
C -4.05 0.26 0.49
C 3.78 1.82 0.21
N -2.89 -0.31 -0.24
N 2.69 1.56 1.21
O 0.94 -0.98 -1.07
O 1.60 -0.52 1.09
H -0.91 1.27 -1.54
H 0.48 2.45 -0.14
H 1.61 -2.86 1.54
H 1.82 -4.80 0.09
H 1.28 -4.02 -1.26
H 0.22 -4.35 0.04
H -5.65 -0.61 -0.83
H -5.07 -1.69 0.46
H -6.06 -0.13 0.92
H 3.00 1.27 -1.81
H 2.88 3.03 -1.26
H 4.29 2.28 -1.68
H -3.95 0.52 1.55
H -4.26 1.20 -0.01
H 4.32 2.63 0.67
H 4.37 0.97 0.49
H -2.97 -0.08 -1.28
H -2.79 -1.29 0.11
H 2.52 2.53 1.52
H 3.09 1.02 2.00
H 0.56 -1.58 -1.61
H -1.35 0.06 1.26



(7)
39
Properties=species:S:1:pos:R:3 method="wB97M-V/def2-TZVPD" gap_ev=9.4899 multiplicity=1 homo_ev=-8.9256 smiles="CC[C@H](C)[C@H](N)C(=O)O.O=C(O)[C@@H]1CCCN1"
C 0.84 1.59 -0.81
C 1.32 0.23 -1.38
C 1.97 -0.79 -0.51
C 1.32 -0.71 0.86
C 3.52 -0.85 -0.54
N 3.85 -2.12 0.13
C 4.07 0.41 0.21
O 4.34 0.37 1.40
O 4.28 1.54 -0.50
H -0.11 1.56 -0.52
H 1.38 1.93 -0.03
H 0.87 2.25 -1.58
H 0.48 -0.29 -1.77
H 2.00 0.39 -2.20
H 1.68 -1.69 -0.89
H 1.75 0.12 1.37
H 0.31 -0.60 0.83
H 1.57 -1.59 1.38
H 3.79 -0.84 -1.59
H 3.60 -1.91 1.06
H 4.81 -2.19 0.16
H 3.70 1.53 -1.20
O -3.38 2.36 0.36
C -2.86 1.28 0.48
O -2.08 0.96 1.51
C -2.81 0.15 -0.56
C -4.28 -0.05 -0.90
C -4.55 -1.52 -0.44
C -3.47 -1.73 0.63
N -2.39 -1.11 -0.05
H -1.88 1.78 1.96
H -2.04 0.51 -1.23
H -4.52 0.08 -1.86
H -4.85 0.62 -0.34
H -5.53 -1.74 -0.11
H -4.30 -2.18 -1.21
H -3.32 -2.72 0.84
H -3.68 -1.28 1.56
H -1.49 -1.09 0.47



(8)
36
Properties=species:S:1:pos:R:3 method="wB97M-V/def2-TZVPD" gap_ev=9.1907 multiplicity=1 homo_ev=-15.2834 smiles="CC(C)([NH3+])C1=CC=C([C@](C)([NH3+])S)CC1" total_charge=+2
C 1.43 -2.08 -2.68
C 1.88 -0.86 -1.80
C 1.98 0.42 -2.61
N 3.29 -1.20 -1.31
C 0.89 -0.60 -0.70
C -0.44 -0.60 -0.84
C -1.37 -0.33 0.18
C -0.86 0.27 1.29
C -1.95 0.93 2.56
C -1.69 0.39 4.01
N -3.46 0.68 2.15
S -1.84 2.77 2.53
C 0.52 0.82 1.38
C 1.46 -0.21 0.72
H 1.96 -1.93 -3.68
H 0.33 -2.18 -2.70
H 1.68 -3.03 -2.24
H 2.86 0.38 -3.35
H 0.94 0.57 -3.08
H 2.05 1.42 -2.08
H 3.85 -1.45 -2.12
H 3.16 -2.08 -0.69
H 3.84 -0.53 -0.70
H -0.88 -0.69 -1.88
H -2.33 -0.83 0.21
H -1.58 -0.75 3.97
H -2.55 0.68 4.70
H -0.67 0.86 4.52
H -3.93 0.34 2.99
H -4.00 1.42 1.74
H -3.47 0.10 1.24
H -2.08 3.07 3.76
H 0.65 1.80 0.91
H 0.78 0.95 2.51
H 1.41 -1.11 1.37
H 2.45 0.28 0.61



(9)
36
Properties=species:S:1:pos:R:3 method="wB97M-V/def2-TZVPD" gap_ev="6.3961 / 6.3955" multiplicity=1 homo_ev="-9.8376 / -9.8374" total_charge=+1
C 0.19 1.85 1.16
C 1.12 2.69 1.63
C 1.67 2.28 -0.48
C 0.39 1.54 -0.18
C 1.73 -0.76 1.63
C -0.55 -1.73 1.19
C -2.26 -0.66 -1.78
C -2.78 1.02 -0.13
C 0.64 -2.86 -1.30
C -0.33 0.73 -0.96
C 0.84 -1.42 0.72
N 1.96 3.09 0.65
N -1.68 0.24 -0.82
N 1.24 -1.93 -0.48
H -0.52 1.42 1.83
H 1.09 3.26 2.55
H 1.59 2.98 -1.43
H 2.74 -0.54 1.18
H 1.86 -1.19 2.61
H 1.17 0.22 1.82
H -1.32 -1.22 0.50
H -0.72 -1.49 2.20
H -0.77 -2.81 0.98
H -3.28 -0.84 -1.30
H -2.38 -0.07 -2.66
H -1.62 -1.51 -1.91
H -3.67 1.16 -0.79
H -3.17 0.33 0.60
H -2.34 1.92 0.23
H 1.44 -3.24 -1.90
H 0.12 -3.69 -0.82
H -0.17 -2.48 -1.97
H 0.12 0.51 -1.96
H 2.90 3.44 0.73
H 2.21 -1.91 -0.78
H 2.52 1.66 -0.55



(10)
45
Properties=species:S:1:pos:R:3 method="wB97M-V/def2-TZVPD" gap_ev="6.1014 / 6.1053" multiplicity=3 homo_ev="-9.5067 / -9.5102" s_squared=2.0024 total_charge=+1
O -2.35 -0.27 3.25
H -2.57 -0.82 4.02
Tm -0.23 0.06 0.46
N 0.73 -1.97 -0.28
N -0.56 -0.58 -1.88
O 1.42 -2.71 0.69
O -1.19 0.22 -2.85
C 0.47 -2.62 -1.42
C -0.24 -1.79 -2.35
C 0.89 -4.02 -1.69
C -0.54 -2.25 -3.73
H 1.17 -4.52 -0.76
H 1.74 -4.04 -2.38
H 0.07 -4.57 -2.18
H -0.85 -1.40 -4.36
H -1.34 -3.00 -3.72
H 0.35 -2.72 -4.17
H 1.12 -2.22 1.51
H -1.09 1.13 -2.52
O 2.07 0.61 0.21
H 2.67 -0.12 -0.03
H 2.29 1.35 -0.39
C -2.54 -0.57 0.60
H -3.03 -0.58 1.57
H -2.56 -1.60 0.19
H -3.12 0.09 -0.07
O 0.16 -0.95 2.21
H -1.45 -0.54 2.94
H 0.16 -1.50 3.01
N -1.31 4.18 1.79
C -1.73 3.71 3.03
C -1.47 2.36 3.02
N -0.89 2.00 1.80
C -0.82 3.14 1.07
C -0.30 3.24 -0.28
N 0.03 2.20 -1.06
C 0.52 2.75 -2.25
C 0.49 4.11 -2.17
N -0.04 4.41 -0.92
H -1.37 5.14 1.47
H -2.16 4.34 3.79
H -1.71 1.60 3.74
H 0.82 2.12 -3.08
H 0.78 4.87 -2.88
H -0.18 5.34 -0.54



(11)
40
Properties=species:S:1:pos:R:3 method="wB97M-V/def2-TZVPD" gap_ev=6.7125 multiplicity=1 homo_ev=-4.4982 total_charge=-1
C 0.98 6.03 1.93
C 0.04 5.47 1.38
C -1.00 4.56 0.61
C -0.36 3.06 0.50
C -1.06 2.04 1.53
Al -0.22 0.16 1.25
I 2.30 0.56 0.70
N -1.23 -0.67 -0.13
C -0.45 -1.01 -1.34
C 0.64 -2.18 -1.13
N -0.46 -0.87 2.84
C 0.10 -0.21 4.05
C 1.69 -0.43 4.23
H 1.96 6.29 2.43
H -1.22 4.96 -0.42
H -1.92 4.51 1.26
H -0.46 2.74 -0.57
H 0.74 3.20 0.75
H -2.15 1.96 1.22
H -0.96 2.38 2.61
H -1.80 -1.46 0.20
H -0.02 -0.08 -1.84
H -1.20 -1.43 -2.11
H 0.32 -3.14 -1.63
H 1.62 -1.79 -1.59
H 0.85 -2.27 -0.03
H -0.10 -1.83 2.76
H -0.17 0.89 4.13
H -0.39 -0.72 4.96
H 2.10 -1.06 3.38
H 2.24 0.58 4.24
H 1.92 -0.94 5.21
Br 1.78 -4.01 -4.41
C 0.17 -4.19 -5.49
C -0.83 -3.11 -5.16
Br -1.75 -3.48 -3.48
H -0.21 -5.20 -5.32
H 0.51 -4.10 -6.52
H -1.62 -3.08 -5.92
H -0.39 -2.12 -5.07



(12)
45
Properties=species:S:1:pos:R:3 method="wB97M-V/def2-TZVPD" gap_ev=6.9824 multiplicity=1 homo_ev=-4.5428 total_charge=-1
C -1.62 -2.48 1.10
C -1.80 -1.17 0.34
O -1.32 -0.08 1.08
Sb 0.47 0.82 0.65
C -0.26 1.80 -1.15
N -1.47 1.20 -1.71
C 1.37 -0.89 -0.41
C 1.64 -0.78 -1.91
C 0.56 -1.31 -2.84
C 0.20 -2.77 -2.65
O 1.23 -3.60 -3.20
O 2.35 1.85 0.19
C 3.34 1.51 0.86
N 4.27 1.22 1.51
B 1.27 -0.02 2.61
O 2.21 -1.04 2.62
O 0.76 0.43 3.79
C -0.10 2.74 1.83
I 1.47 3.60 2.92
C -1.30 3.30 1.87
C -2.51 2.82 1.11
I -1.76 5.04 3.04
H -2.18 -2.44 2.03
H -2.01 -3.32 0.52
H -0.57 -2.66 1.35
H -1.39 -1.24 -0.67
H -2.88 -1.04 0.21
H -0.42 2.84 -0.83
H 0.52 1.85 -1.91
H -2.18 1.09 -0.99
H -1.87 1.82 -2.40
H 2.35 -0.98 0.08
H 0.87 -1.83 -0.17
H 2.53 -1.39 -2.12
H 1.95 0.23 -2.20
H 0.93 -1.24 -3.87
H -0.36 -0.72 -2.81
H 0.02 -3.02 -1.60
H -0.73 -2.97 -3.18
H 0.84 -4.46 -3.38
H 3.03 -0.74 3.04
H 1.03 -0.14 4.52
H -2.76 1.79 1.37
H -3.37 3.43 1.36
H -2.37 2.94 0.03